A cluster of 4 separate species, C3H15NO4 in total, computed with ωB97M-V/def2-TZVPD.

Properties
Total energy = -13033.627 eV
E_HOMO = -8.73 eV
SMILES = C[C@H](N)CO.O.O.O
HOMO-LUMO gap = 0.3363 Ha
Molar mass = 129.2 g mol⁻¹
ΔE to the lowest compared entry with this formula, charge and spin = 32.5 kcal/mol

Element x y z (Å)
O  -1.3145  -2.6764  1.1945
H  -2.1702  -0.9255  0.6557
O  -2.0058  0.5685  -2.2785
H  2.8953  2.1110  0.2168
H  2.2469  -0.4740  -1.0646
O  -2.7190  -0.4046  1.2643
H  1.5813  2.4936  1.3194
H  -0.9815  -2.9191  0.3191
H  0.3538  -0.9909  -1.9424
C  1.4259  -0.4613  -0.3404
H  -0.7455  1.9790  0.1839
N  -0.3467  1.0648  0.2854
H  2.5789  1.0268  1.4943
C  1.0098  1.0098  -0.1316
O  0.3936  -1.2188  -1.0057
H  -1.2313  0.3081  -1.7599
C  2.0666  1.6751  0.7811
H  -2.7574  -1.1814  1.8515
H  1.6722  -0.9421  0.6044
H  -1.7298  0.7876  -3.1713
H  -0.8507  0.3931  0.8354
H  1.1660  1.5220  -1.0736
H  -0.5379  -2.7451  1.7623